[1]
The following is a DFT calculation (the ωB97M-V functional and the def2-TZVPD basis) of a structure of composition C14H21CuN5O2S3.

CARTESIAN COORDINATES (ANGSTROEM)
Cu 1.443829 -1.000283 0.370756
C -0.837422 -3.761600 4.336234
C -2.001194 -3.119337 3.589447
N -1.839833 -3.175826 2.138517
C -0.993464 -2.253232 1.525887
S -0.055188 -2.780716 0.174014
N -1.034259 -1.026681 1.996882
N -0.043997 -0.255509 1.487550
C -0.212936 1.043729 1.443647
C -1.394823 1.758159 2.027528
C 0.832835 1.740437 0.738884
C 0.986940 3.139623 0.741055
C 1.963361 3.718375 -0.032274
C 2.817737 2.903164 -0.789281
C 2.630837 1.539586 -0.729302
N 1.647791 0.961421 -0.023367
H -0.992933 -3.720471 5.418414
H 0.094605 -3.244737 4.096761
H -0.723650 -4.809843 4.046416
H -2.084170 -2.069662 3.855697
H -2.940248 -3.608777 3.854356
H -1.647409 -4.098155 1.777085
H -2.114706 1.021655 2.373032
H -1.874821 2.412868 1.293867
H -1.101595 2.378949 2.880743
H 0.330145 3.745181 1.353960
H 2.077502 4.796230 -0.053036
H 3.593418 3.324130 -1.414326
H 3.261579 0.853193 -1.285389
O 1.093856 -0.803069 -2.487606
S 0.774506 0.423773 -3.267516
C -0.551816 -0.007260 -4.463553
C -1.878026 0.545223 -3.942238
C -1.525848 1.810099 -3.159064
C -0.374867 1.405425 -2.251403
H -0.516575 -1.094812 -4.529274
H -0.269130 0.424469 -5.425663
H -2.338436 -0.179807 -3.268137
H -2.581656 0.742885 -4.753221
H -2.370466 2.198230 -2.588295
H -1.204025 2.597774 -3.848467
H -0.680325 0.715239 -1.458377
H 0.174160 2.239901 -1.813772
O 5.318138 -3.059563 -0.035608
S 3.955506 -2.630105 -0.387429
N 3.187072 -1.740272 0.485864

Forces on the atoms, in the same order (eV/Å):
-0.0500 -0.5575 -0.1869
0.0383 0.0250 -0.0021
0.0609 -0.0483 -0.1775
0.1837 0.1705 0.0713
0.0394 -0.4360 -0.4035
-0.5947 -0.0361 0.3675
0.2856 0.3359 0.1394
-0.6350 0.5146 0.2497
-0.2042 -0.5345 0.2200
0.0202 0.0427 -0.0594
0.5890 0.0786 -0.3381
-0.1794 -0.1472 0.1765
0.2249 -0.0339 -0.1958
-0.1840 0.1920 0.1463
-0.1492 -0.2287 0.1834
0.0312 0.9083 -0.0179
0.0140 0.0002 -0.0451
-0.0388 -0.0275 0.0125
0.0036 0.0310 0.0303
-0.0564 0.0530 0.0321
-0.0538 -0.0303 0.0025
-0.0333 -0.0526 -0.0037
-0.0171 -0.0025 -0.0020
0.0084 0.0036 0.0118
0.0050 -0.0080 -0.0251
0.0327 -0.0036 -0.0237
0.0024 -0.0242 0.0213
0.0019 -0.0151 0.0133
-0.0409 -0.0062 0.0311
0.1181 0.1158 -0.4006
0.0569 -0.2938 0.2676
-0.0796 0.0032 0.0185
0.0210 0.0054 -0.0095
0.0325 -0.0660 0.0042
-0.0679 0.1840 -0.0744
0.0177 0.0404 -0.0370
-0.0430 0.0018 0.0173
0.0128 0.0049 0.0014
0.0088 -0.0255 0.0025
-0.0101 -0.0067 0.0153
-0.0220 0.0097 0.0138
-0.0020 0.0242 -0.0568
-0.0962 -0.0334 -0.0577
0.2202 0.0294 0.1983
-0.2319 -0.1492 -0.4505
0.7606 -0.0072 0.3193

Calculated values
Kohn-Sham gap (alpha / beta) in eV: 5.6 / 5.6
Multiplicity: 1
DFT total energy in Ha: -3805.40719
Net charge: -1

Results of the Mulliken charge analysis, in e, for atoms 1 through 4:
1 Cu -0.641
2 C -0.992
3 C -0.464
4 N -0.207

[2]
The following is a DFT calculation (the ωB97M-V functional and the def2-TZVPD basis) of a structure of composition C21H31N4PPdSTe.

CARTESIAN COORDINATES (ANGSTROEM)
Pd -0.132387 0.568786 -0.024475
C -3.771499 -0.220553 -0.251094
P -1.975571 -0.608052 -0.543949
C -2.135953 -1.174004 -2.288583
C -1.871723 -2.247354 0.279835
C -2.598235 -2.605199 1.417642
C -2.362223 -3.808686 2.074653
C -1.397549 -4.688289 1.601076
C -0.672915 -4.347832 0.461136
C -0.903765 -3.147769 -0.191645
H -3.943954 0.076003 0.785279
H -4.438104 -1.050893 -0.515543
H -4.006757 0.643193 -0.875638
H -2.888781 -1.956947 -2.433078
H -1.147945 -1.508423 -2.614054
H -2.385270 -0.296962 -2.890918
H -3.352390 -1.933094 1.811806
H -2.935045 -4.056923 2.962670
H -1.211701 -5.626762 2.112979
H 0.098576 -5.011698 0.085297
H -0.273007 -2.855845 -1.029689
C 1.861873 2.180748 -6.497714
C 1.384329 1.276141 -5.363195
C 0.714150 2.029055 -4.260540
N -0.557855 2.256633 -4.211511
N -0.947718 2.927409 -3.082080
C 0.058087 3.174184 -2.298287
N -0.085232 3.785855 -1.052007
S 1.568441 2.603585 -2.880030
H 2.334951 1.596917 -7.291624
H 2.589967 2.909244 -6.134138
H 1.023214 2.732214 -6.926492
H 2.209086 0.702234 -4.935138
H 0.663005 0.545037 -5.731316
H -0.728115 3.213313 -0.499095
H 0.779451 3.723554 -0.526335
C 3.096352 -1.841380 1.987306
N 2.090056 -0.920371 2.578870
C 0.712869 -1.437289 2.328368
C 2.331826 0.503089 2.078494
C 1.299902 1.437725 2.606408
C 1.452491 1.877874 3.926018
C 0.514708 2.720256 4.504846
C -0.564571 3.122882 3.722736
C -0.690750 2.684312 2.410224
C 0.213310 1.802914 1.764480
H 2.972929 -2.832877 2.425910
H 4.093755 -1.450810 2.185075
H 2.910052 -1.851051 0.898601
H 2.213512 -0.873079 3.587339
H 0.570820 -1.457284 1.245440
H -0.007978 -0.761856 2.777947
H 0.650858 -2.440259 2.756106
H 2.313885 0.447331 0.983037
H 3.337692 0.733445 2.450332
H 2.329114 1.578621 4.504289
H 0.631929 3.070765 5.525031
H -1.315691 3.786026 4.146212
H -1.557368 3.034230 1.853531
Te 1.838861 -0.732033 -1.490806

Forces on the atoms, in the same order (eV/Å):
-0.6298 0.0825 0.2973
-0.0483 -0.0753 0.0144
0.4597 0.2615 0.0249
-0.0280 0.0579 -0.0455
-0.0541 -0.0769 -0.0877
0.0139 0.0216 -0.0115
-0.0122 -0.0079 0.0105
0.0052 0.0069 -0.0363
-0.0093 -0.0214 0.0248
0.0039 0.0240 0.0181
0.0552 -0.0246 -0.0088
-0.0307 0.0153 0.0139
-0.0003 0.0009 -0.0217
0.0071 0.0057 0.0044
-0.0215 -0.0046 0.0048
-0.0117 -0.0084 -0.0162
0.0205 0.0309 -0.0116
-0.0018 0.0005 -0.0017
0.0017 0.0064 -0.0004
-0.0038 0.0036 0.0066
-0.0143 -0.0355 0.0582
0.0336 0.0026 0.0004
-0.0271 -0.0612 0.0315
0.0117 0.0034 0.0588
-0.0802 0.0147 -0.0262
0.0629 -0.0512 -0.1162
-0.1298 0.1781 0.2111
0.0256 -0.0992 0.0389
0.0606 -0.0015 -0.1125
0.0013 0.0028 -0.0003
0.0001 0.0006 0.0014
-0.0036 0.0006 -0.0016
0.0058 0.0038 0.0047
-0.0225 0.0371 -0.0312
-0.1053 -0.0138 -0.0534
0.0196 -0.0408 -0.0432
-0.0429 0.0065 -0.0689
0.0718 -0.0109 -0.0487
0.0490 -0.0755 0.0116
0.1156 -0.1043 0.0804
-0.1076 0.2164 0.1496
-0.0504 0.0726 0.0022
0.0639 -0.0132 0.0350
-0.0428 0.0165 -0.0458
0.0146 0.0326 -0.0246
0.1639 -0.1185 -0.0361
-0.0117 0.0169 -0.0353
-0.0010 0.0101 0.0216
0.0164 -0.0125 0.0359
0.0042 -0.0175 0.0086
-0.0089 0.0426 -0.0526
-0.0123 0.0201 -0.0274
-0.0130 0.0135 -0.0003
-0.0278 -0.0130 -0.0328
-0.0096 -0.0009 -0.0433
-0.0022 -0.0111 -0.0062
-0.0077 -0.0075 -0.0009
0.0075 0.0065 -0.0082
-0.0171 -0.0187 0.0024
0.2940 -0.2897 -0.1150

Calculated values
Kohn-Sham gap in eV: 3.4
Multiplicity: 1
DFT total energy in Ha: -2173.17624
Net charge: -2

Results of the Mulliken charge analysis, in e, for atoms 1 through 4:
1 Pd -0.510
2 C -1.644
3 P 1.374
4 C -1.373